Entry 1:
186
Properties=species:S:1:pos:R:3:forces:R:3:mulliken_charge:R:1 method="wB97M-V/def2-TZVPD" charge=+2 mol_weight_g_mol=1061.42 e_above_lowest_kcal_mol=3.7 spin_multiplicity=1
Y 4.148 -2.459 -0.647 -3.864 0.611 2.762 1.138
C -0.475 -1.459 -0.250 0.993 -0.333 0.214 -0.576
C 0.864 -0.728 0.006 0.232 0.656 -0.320 1.146
C 0.798 0.010 1.330 0.006 -0.234 0.262 -0.162
O 2.090 -1.489 -0.060 0.975 -0.550 -0.820 0.468
H -0.502 -2.023 -1.182 0.213 -0.111 -0.025 -0.424
H -1.285 -0.735 -0.336 0.036 0.088 0.284 0.284
H -0.647 -2.130 0.591 -0.358 -0.156 0.017 -0.119
H 0.863 0.089 -0.715 0.476 -0.036 -0.705 -0.317
H 1.587 0.755 1.434 0.260 -0.099 -0.051 0.245
H 0.891 -0.727 2.127 -0.178 0.090 0.356 -0.534
H -0.134 0.567 1.432 -0.174 -0.166 0.088 -0.006
C 0.168 3.178 3.749 1.304 0.410 -0.972 -0.570
O -0.376 2.264 4.664 -0.068 0.645 0.027 -0.468
H 1.136 2.849 3.369 -0.042 -0.674 -0.095 0.156
H -0.471 3.345 2.883 -0.206 0.136 0.047 0.073
H 0.473 4.120 4.204 -0.568 0.248 0.201 0.460
H -0.876 2.863 5.223 -0.433 -0.587 0.591 0.248
C 0.920 -4.052 3.012 -1.486 1.390 0.320 0.846
O 2.264 -4.455 2.998 0.680 -0.677 0.543 -0.581
H 0.730 -3.107 3.522 0.663 0.436 -0.029 -0.860
H 0.627 -3.861 1.980 -0.424 -0.407 0.027 -0.423
H 0.242 -4.664 3.607 0.107 -0.787 -0.668 0.619
H 2.398 -5.093 3.703 0.130 -0.072 0.105 0.274
C 8.013 -2.257 -0.939 1.069 -0.276 -1.541 -1.757
C 7.285 -2.044 0.344 -0.094 -0.007 -0.722 0.676
C 6.606 -0.676 0.572 1.165 0.206 -0.530 -0.763
O 5.195 -0.617 0.199 0.342 -0.907 -0.225 0.209
C 4.595 0.674 0.255 0.362 2.042 0.356 -0.718
N 6.242 -3.040 0.513 -0.378 -0.799 -0.672 -0.221
H 8.911 -1.653 -1.072 -0.197 0.453 0.279 0.443
H 7.474 -2.169 -1.883 -0.636 0.447 0.046 0.324
H 8.434 -3.257 -1.051 -0.134 -0.361 0.580 0.442
H 8.023 -2.204 1.130 0.002 0.433 0.218 0.166
H 7.093 0.055 -0.073 0.203 0.245 0.409 0.588
H 6.844 -0.543 1.627 -1.016 0.941 0.086 0.390
H 4.600 1.093 1.261 0.280 -0.347 0.273 0.292
H 3.555 0.781 -0.055 0.028 -1.216 -0.278 0.023
H 5.160 1.374 -0.360 0.216 -0.087 -0.113 0.416
H 6.649 -3.962 0.447 0.269 -0.360 -0.460 0.429
H 6.076 -2.984 1.507 -0.824 -0.037 0.765 -0.101
C 1.842 -6.305 0.189 -0.732 -1.848 -0.901 -1.584
C 2.580 -5.279 -0.649 -0.727 -1.220 0.012 -0.067
C 1.650 -4.401 -1.493 -0.369 -0.820 1.913 -0.017
O 2.380 -3.400 -2.154 1.788 -0.939 -0.450 -0.253
C 1.712 -2.841 -3.264 -0.920 1.349 -0.432 -0.577
N 3.315 -4.575 0.365 1.409 1.720 -0.176 0.337
H 1.375 -7.049 -0.456 -0.648 0.132 0.114 0.431
H 1.161 -5.912 0.944 -0.367 0.376 -0.524 0.383
H 2.490 -6.939 0.794 0.672 0.218 -0.154 0.498
H 3.281 -5.777 -1.318 0.066 -0.086 -0.143 0.380
H 0.941 -3.921 -0.818 -0.197 0.213 0.071 -0.197
H 1.070 -5.087 -2.111 0.225 0.313 -0.670 0.226
H 0.924 -2.201 -2.866 -0.103 0.087 -0.117 -0.052
H 1.243 -3.539 -3.958 0.242 -0.490 0.253 0.436
H 2.387 -2.203 -3.834 0.207 -0.116 0.139 0.245
H 3.925 -5.245 0.810 0.874 -0.205 -0.343 0.300
H 2.683 -4.533 1.151 -0.434 1.108 0.392 -0.426
C -1.734 -6.186 -3.872 0.386 -0.712 1.035 -1.103
C -2.349 -4.982 -4.463 -2.945 0.152 1.685 0.221
C -2.842 -3.931 -3.383 -0.675 -0.468 0.394 0.136
O -4.092 -4.233 -2.702 0.015 -0.207 -0.658 -0.462
C -4.530 -3.165 -1.831 1.135 -0.551 -0.702 -0.557
N -1.499 -4.383 -5.422 0.740 0.884 0.075 -0.523
H -0.839 -5.895 -3.320 0.342 -0.110 -0.007 -0.088
H -1.480 -6.925 -4.632 0.109 -0.005 -0.011 0.483
H -2.397 -6.665 -3.152 -0.101 0.000 -0.064 0.359
H -3.244 -5.327 -4.981 -0.566 -0.045 0.185 0.337
H -2.980 -2.954 -3.847 0.300 0.192 -0.225 0.230
H -2.098 -3.874 -2.588 0.551 0.299 0.016 -0.198
H -4.578 -2.230 -2.389 -0.028 0.176 -0.011 0.279
H -3.773 -3.087 -1.050 -0.026 0.344 0.339 0.182
H -5.503 -3.351 -1.376 0.130 -0.458 -0.329 0.326
H -1.239 -5.166 -6.005 0.230 0.396 -0.747 0.243
H -2.135 -3.761 -5.900 0.540 0.217 -0.889 0.287
C 3.421 -0.960 4.049 0.246 0.522 0.429 -1.778
C 4.465 -1.649 3.163 0.472 -0.241 2.183 0.728
C 5.295 -2.764 3.933 -0.907 1.737 -0.497 -0.702
O 6.489 -2.806 3.217 1.874 -0.915 -0.265 -0.402
C 7.440 -3.821 3.615 -0.112 -0.005 0.194 -0.954
N 3.846 -2.246 2.015 -0.269 -0.675 -0.777 1.268
H 3.344 0.056 3.662 -0.658 0.009 -0.048 0.396
H 3.719 -0.813 5.087 0.385 -0.183 0.016 0.523
H 2.447 -1.445 4.107 0.007 -0.076 -0.388 0.115
H 5.122 -0.843 2.835 0.481 -0.289 0.206 -0.019
H 4.777 -3.722 3.914 -0.172 -0.211 -0.113 0.256
H 5.451 -2.500 4.979 0.112 0.167 0.048 0.458
H 6.971 -4.803 3.669 -0.209 -0.034 0.087 0.359
H 7.921 -3.603 4.568 -0.332 0.189 0.180 0.323
H 8.264 -3.904 2.907 -0.254 0.369 -0.359 0.308
H 3.438 -3.075 2.424 -0.393 -0.427 -0.340 -0.636
H 3.038 -1.692 1.769 -0.476 0.338 -0.410 -0.435
C 1.038 2.047 -5.854 -0.301 -0.668 0.042 -1.093
C 0.878 0.510 -5.652 -1.360 0.519 -0.200 0.089
C -0.043 0.250 -4.421 1.897 0.842 0.973 0.145
O -1.233 0.908 -4.558 -1.972 1.155 -0.882 -0.524
C -2.104 0.994 -3.441 0.019 -0.474 0.119 -0.502
N 0.239 -0.149 -6.803 0.162 -0.205 0.035 -0.821
H 0.070 2.417 -6.191 0.073 0.219 0.043 0.273
H 1.798 2.367 -6.568 -0.048 -0.488 -0.197 0.439
H 1.293 2.547 -4.919 -0.127 -0.147 0.090 0.109
H 1.858 0.044 -5.552 0.028 -0.082 0.440 0.438
H 0.472 0.738 -3.594 0.389 -0.242 0.787 -0.125
H -0.204 -0.799 -4.174 0.149 -0.449 -0.237 0.375
H -1.561 1.155 -2.510 0.239 -0.027 0.132 -0.050
H -2.728 0.106 -3.346 0.210 -0.482 0.070 0.411
H -2.845 1.790 -3.517 0.443 0.354 -0.585 0.383
H 0.093 -1.089 -6.463 0.428 -0.781 -0.352 0.233
H -0.736 0.113 -6.829 -0.261 0.891 -0.270 0.361
C -0.493 -2.565 6.321 -1.257 -0.683 -0.468 -1.749
C -0.609 -1.331 5.432 -0.319 -0.360 -0.159 2.228
C -1.799 -1.203 4.404 1.502 0.177 2.978 -0.307
O -1.687 -2.248 3.531 -1.880 -0.830 -2.442 -0.150
C -2.947 -2.252 2.744 1.696 -1.621 -0.133 -0.788
N -0.549 -0.165 6.287 -0.263 -0.108 -0.449 -0.705
H -0.532 -3.469 5.714 0.466 -0.148 -0.064 0.245
H -1.329 -2.716 7.004 -0.185 0.481 0.090 0.424
H 0.399 -2.530 6.946 0.172 -0.014 -0.234 0.415
H 0.331 -1.330 4.882 0.112 -0.230 -0.945 -1.268
H -1.770 -0.225 3.924 0.192 0.226 -0.193 -0.147
H -2.725 -1.252 4.978 -0.279 -0.004 0.130 0.501
H -3.077 -1.304 2.222 -0.484 0.179 0.615 0.239
H -3.731 -2.710 3.347 -0.368 1.049 0.330 0.410
H -2.875 -3.002 1.956 0.626 -0.045 -0.188 0.283
H -0.385 0.544 5.586 0.192 0.940 0.597 0.365
H 0.327 -0.344 6.756 0.155 0.789 0.598 0.352
C -0.899 6.762 -0.290 0.052 -0.744 0.054 -1.678
C 0.441 6.095 -0.733 0.744 0.592 0.450 1.533
C 0.569 4.569 -0.352 -0.679 1.133 -1.211 -1.221
C -0.264 3.711 -1.317 0.451 0.317 -0.406 1.576
C 0.076 4.012 -2.826 -0.633 -0.280 1.529 -0.895
C 0.003 5.510 -3.195 2.216 -0.159 -1.433 1.759
N 0.705 6.284 -2.188 0.716 -0.587 1.528 0.343
O 0.833 7.675 -2.507 -0.716 -0.728 0.062 -0.488
C 0.865 5.707 -4.506 -0.368 -0.880 0.231 -1.822
C -1.377 5.896 -3.549 -2.731 0.639 0.051 -1.890
C 1.621 6.800 0.040 -1.719 0.052 -0.344 -2.053
H -0.938 7.801 -0.616 0.027 -0.106 -0.084 0.365
H -1.086 6.732 0.784 0.562 0.126 0.269 0.432
H -1.774 6.226 -0.657 0.064 0.033 -0.525 0.234
H 1.626 4.309 -0.395 0.129 -0.075 -0.310 0.364
H 0.292 4.435 0.694 -0.322 0.059 0.025 0.041
H -1.331 3.853 -1.147 -0.065 0.194 0.083 -0.805
H -0.065 2.666 -1.080 -0.041 -0.289 -0.215 -0.523
H -0.672 3.508 -3.438 0.017 -0.090 -0.123 0.468
H 1.022 3.518 -3.045 0.315 0.492 -0.083 -0.011
H 0.642 6.618 -5.061 -0.011 0.014 0.262 0.342
H 1.932 5.631 -4.298 0.013 0.269 0.260 0.483
H 0.666 4.855 -5.155 -0.264 0.061 -0.256 0.337
H -1.814 5.369 -4.397 0.742 -0.032 -0.589 0.474
H -2.177 5.662 -2.847 0.338 -0.067 0.885 0.254
H -1.514 6.962 -3.728 0.367 0.066 -0.128 0.423
H 2.609 6.455 -0.261 -0.116 -0.149 0.084 0.419
H 1.377 6.606 1.085 0.570 -0.020 0.203 0.413
H 1.535 7.878 -0.099 0.191 -0.006 -0.008 0.527
H 1.785 7.786 -2.544 0.121 0.102 -0.134 0.346
C -4.382 2.526 -0.666 -0.884 0.022 0.447 -0.842
C -4.600 2.402 0.886 0.465 0.139 0.348 2.164
C -4.586 3.794 1.594 -0.391 -0.034 -0.436 -1.333
C -5.797 4.694 1.340 0.149 -0.031 0.449 -0.761
C -7.103 3.994 1.665 0.333 -1.336 -0.585 -1.243
C -7.164 2.471 1.159 -0.698 -0.490 0.384 1.438
N -5.875 1.729 1.308 0.950 2.906 0.748 0.339
O -5.988 0.371 0.980 0.186 0.152 -0.219 -0.405
C -8.171 1.734 2.082 -0.005 0.416 -0.708 -2.085
C -7.687 2.380 -0.296 0.391 -0.084 0.985 -1.702
C -3.431 1.599 1.508 0.222 -0.233 -0.319 -2.357
H -5.133 3.192 -1.090 -0.094 -0.030 0.029 0.307
H -4.530 1.556 -1.141 0.035 -0.143 0.035 0.359
H -3.436 2.938 -1.017 0.319 -0.098 0.544 -0.339
H -4.508 3.628 2.669 -0.109 -0.209 0.112 0.501
H -3.689 4.353 1.327 0.235 -0.192 -0.251 0.292
H -5.807 5.152 0.351 0.097 -0.296 -0.232 0.372
H -5.734 5.535 2.032 0.185 0.208 -0.056 0.431
H -7.914 4.581 1.234 -0.245 -0.390 -0.259 0.362
H -7.296 4.039 2.737 0.241 -0.342 0.134 0.479
H -7.767 1.595 3.085 0.014 -0.147 -0.052 0.446
H -9.089 2.317 2.155 0.007 0.154 0.078 0.497
H -8.467 0.801 1.602 0.163 -0.234 0.322 0.441
H -7.184 3.199 -0.810 -0.849 0.002 -0.612 0.410
H -7.448 1.427 -0.768 0.410 -0.004 0.125 0.241
H -8.774 2.350 -0.226 -0.045 0.894 -0.538 0.493
H -2.438 2.042 1.430 -0.026 0.606 -0.698 0.057
H -3.359 0.644 0.989 -0.049 -0.270 0.233 0.318
H -3.471 1.469 2.590 -0.784 -0.264 0.049 0.748
H -5.975 0.036 1.880 -0.083 -0.707 -0.105 0.355


Entry 2:
122
Properties=species:S:1:pos:R:3:forces:R:3:mulliken_charge:R:1 method="wB97M-V/def2-TZVPD" mol_weight_g_mol=658.96 e_above_lowest_kcal_mol=115.1 smiles=COC[C@H](C)N.COC[C@H](C)N.COC[C@H](C)N.COC[C@H](C)N.COC[C@H](C)N.COC[C@H](C)N.OCCO.OCCO spin_multiplicity=1
C 0.165 4.938 18.988 0.365 -0.394 0.536 -0.440
O 0.381 4.273 20.220 -0.539 -0.971 -0.067 -0.368
C 0.154 2.842 20.054 0.160 1.123 -0.082 -0.152
C 0.458 2.124 21.372 0.831 0.352 -0.598 0.301
C 1.922 2.250 21.745 1.049 -1.394 -0.043 -1.592
N 0.059 0.724 21.305 0.414 0.813 0.864 -0.697
H 0.891 4.477 18.340 0.346 0.315 -1.041 0.394
H 0.366 5.993 19.147 0.010 0.046 -0.123 0.270
H -0.833 4.802 18.540 0.020 -0.055 0.383 -0.023
H -0.903 2.755 19.763 0.128 -0.463 0.061 0.077
H 0.799 2.424 19.216 -0.508 0.443 0.785 0.292
H 0.001 2.646 22.191 -1.086 0.090 0.231 0.330
H 2.310 3.268 21.789 -0.197 -0.106 0.006 0.318
H 2.582 1.626 21.115 -0.266 0.510 -0.522 0.339
H 2.088 1.705 22.679 -0.257 0.563 0.384 0.409
H 0.579 0.326 20.536 -0.512 -0.453 -0.214 0.287
H -0.951 0.688 21.237 0.109 -0.422 -0.584 0.324
C -2.569 1.673 15.992 -1.069 -0.039 -0.424 -0.601
O -3.744 1.209 15.288 1.908 0.289 -0.350 -0.380
C -4.749 0.871 16.176 0.424 0.669 1.142 1.378
C -5.908 0.376 15.419 -2.377 -0.404 -0.988 0.378
C -6.336 1.450 14.410 -0.343 -0.069 -0.283 -1.554
N -7.025 0.047 16.354 0.855 0.462 0.075 -0.505
H -1.791 2.027 15.303 -0.404 -0.398 0.061 0.339
H -2.259 0.871 16.632 0.755 -0.545 0.259 0.363
H -2.843 2.479 16.666 -0.125 0.475 0.070 0.042
H -4.437 0.233 17.006 0.285 -0.721 -0.279 -0.718
H -5.010 1.766 16.730 -0.614 0.603 0.202 -0.587
H -5.689 -0.518 14.817 0.487 0.129 0.208 0.263
H -7.176 1.199 13.741 0.354 -0.350 0.344 0.412
H -5.477 1.689 13.810 0.320 -0.103 -0.525 0.423
H -6.596 2.400 14.851 -0.209 0.286 0.719 0.271
H -6.770 -0.781 16.884 -0.183 0.001 -0.046 0.225
H -7.866 -0.147 15.835 -0.141 -0.183 -0.170 0.220
C -9.304 7.482 19.377 0.994 -0.305 1.399 -0.561
O -8.064 8.162 19.546 0.117 -0.739 -0.493 -0.474
C -7.074 7.359 18.904 -0.093 -0.921 0.954 0.390
C -5.703 8.046 18.814 -1.204 -0.516 -0.580 1.024
C -5.250 8.712 20.093 0.653 -0.050 0.070 -1.315
N -5.764 9.054 17.802 1.024 0.498 -1.117 -0.722
H -9.977 8.055 19.998 -0.612 -0.290 0.056 0.310
H -9.214 6.390 19.683 -0.204 1.143 0.029 -0.124
H -9.603 7.463 18.353 -0.333 0.308 -0.933 0.507
H -7.027 6.380 19.475 0.133 0.688 -0.517 -0.420
H -7.450 7.137 17.889 0.433 -0.089 0.135 0.504
H -5.081 7.269 18.362 0.468 -0.019 0.662 -0.407
H -5.170 8.054 20.954 -0.260 -0.046 0.039 0.188
H -5.965 9.517 20.282 0.128 -0.077 0.288 0.313
H -4.254 9.156 19.955 -0.363 -0.044 -0.119 0.376
H -5.730 8.637 16.874 -0.283 0.351 0.145 0.292
H -6.532 9.681 17.928 -0.475 0.251 -0.134 0.263
C -2.364 3.767 12.169 -1.233 -0.150 -0.205 -0.556
O -2.431 4.990 12.868 -0.345 0.034 0.126 -0.347
C -3.608 5.077 13.682 0.737 -1.110 -1.278 0.057
C -3.793 6.460 14.154 -0.900 1.649 0.107 0.149
C -2.582 6.953 14.885 0.547 -0.190 0.276 -1.307
N -5.022 6.587 14.970 0.873 1.676 -1.992 -0.439
H -3.166 3.768 11.349 1.318 -0.138 0.684 0.269
H -2.614 2.905 12.830 0.237 0.385 -0.219 0.137
H -1.333 3.663 11.819 -0.397 -0.049 -0.311 0.261
H -4.489 4.776 13.109 -0.103 -0.181 -0.178 0.362
H -3.465 4.356 14.482 -0.251 -0.102 0.597 -0.139
H -3.976 7.124 13.302 0.207 -0.194 -0.198 0.363
H -2.750 7.941 15.315 0.188 0.029 -0.271 0.364
H -1.690 6.879 14.234 -0.476 0.354 0.394 0.375
H -2.415 6.268 15.714 0.199 -0.097 0.341 0.137
H -5.811 6.453 14.347 -0.144 -0.348 0.579 0.277
H -4.949 5.960 15.705 -0.566 -1.617 1.780 0.075
C -10.845 5.702 22.807 -1.651 0.596 1.465 -0.616
O -9.784 6.315 23.446 0.709 0.122 0.732 -0.411
C -8.579 5.879 22.919 0.929 0.407 -0.587 0.558
C -7.403 6.596 23.567 -0.130 0.091 1.008 0.258
C -6.113 6.270 22.823 -0.373 -0.060 0.120 -0.746
N -7.242 6.268 25.027 0.720 -0.171 -1.524 -0.768
H -10.956 4.638 23.058 0.235 -0.001 -0.177 0.275
H -10.831 5.859 21.740 -0.042 0.000 -0.564 0.193
H -11.673 6.250 23.294 -0.318 -0.578 -0.794 0.288
H -8.458 4.791 23.070 -0.039 0.087 -0.307 0.056
H -8.604 6.165 21.844 0.350 -0.600 0.203 -0.448
H -7.606 7.681 23.486 0.132 -0.410 0.142 0.326
H -6.248 6.513 21.752 0.304 -0.291 0.534 -0.399
H -5.850 5.215 22.973 -0.163 -0.018 -0.311 0.315
H -5.291 6.825 23.266 0.071 0.264 -0.177 0.546
H -8.074 6.494 25.532 -0.601 0.041 0.241 0.297
H -7.067 5.262 25.111 -0.166 0.433 0.077 0.272
C -10.653 4.673 17.564 -1.175 1.475 -0.989 -0.733
O -10.354 3.678 18.469 0.639 -1.198 -0.124 -0.353
C -9.102 3.005 18.169 -0.782 2.376 -0.386 -0.327
C -8.758 2.328 19.401 2.723 -3.879 2.962 0.269
C -8.544 3.164 20.650 0.968 0.492 -0.606 -1.017
N -7.447 1.510 19.219 -1.038 1.345 -0.837 -0.563
H -10.051 5.599 17.658 0.068 -0.615 0.123 0.152
H -11.717 5.005 17.685 0.804 -0.475 0.130 0.250
H -10.559 4.336 16.528 0.042 -0.111 -0.104 0.375
H -9.096 2.373 17.266 -0.484 -0.004 0.299 0.538
H -8.379 3.806 18.001 0.393 0.078 -0.228 -0.032
H -9.468 1.562 19.681 -0.885 0.017 -0.365 0.245
H -9.325 3.881 20.632 -0.653 0.991 0.519 0.341
H -7.560 3.652 20.576 -0.390 0.238 -0.125 -0.043
H -8.501 2.665 21.622 -0.375 -0.471 -0.413 0.466
H -7.437 0.662 19.759 -0.162 -0.084 0.735 0.219
H -7.503 1.137 18.283 0.425 -0.110 -0.721 -0.022
O -2.808 0.690 20.367 -0.198 0.142 0.166 -0.479
C -2.979 -0.508 19.672 -0.304 -1.306 0.409 0.661
C -3.921 -1.496 20.388 0.137 0.496 0.776 -0.660
O -5.254 -0.931 20.236 0.536 -0.601 0.391 -0.431
H -3.650 1.187 20.392 0.069 -0.052 -0.313 0.317
H -3.463 -0.403 18.712 0.024 0.524 -0.588 -0.743
H -1.990 -0.949 19.497 -0.160 0.036 0.176 0.395
H -3.674 -1.557 21.473 -0.037 0.182 -0.640 0.355
H -3.891 -2.533 20.013 0.082 0.444 -0.301 0.363
H -5.716 -1.216 21.031 -0.278 0.154 -0.139 0.267
O -4.871 2.446 19.762 -0.419 0.357 -0.503 -0.018
C -4.619 3.830 20.024 -0.651 -0.083 0.388 0.621
C -4.108 4.618 18.830 -0.471 -0.581 0.124 0.339
O -5.174 4.695 17.875 0.407 -0.157 -0.492 -0.064
H -5.850 2.286 19.543 0.873 -0.097 0.255 0.131
H -5.578 4.267 20.353 0.388 0.243 -0.085 -1.278
H -3.931 3.911 20.859 0.290 -0.094 0.158 0.549
H -3.181 4.171 18.433 -0.378 -0.057 -0.122 -0.528
H -3.860 5.641 19.112 -0.133 0.013 0.116 0.548
H -5.404 3.788 17.613 0.133 0.265 0.164 -0.331